This record from the OMol25 dataset describes a structure of composition C46H110InN6O18 at a distorted geometry. The level of theory is the ωB97M-V functional and the def2-TZVPD basis.

Structure (XYZ):
```
181
C46H110InN6O18 the ωB97M-V functional and the def2-TZVPD basis
In 18.53 -2.24 -9.45
C 17.89 -6.90 -7.44
C 18.08 -5.71 -8.17
C 17.67 -5.82 -9.66
O 17.52 -4.83 -10.30
C 17.48 -7.12 -10.23
C 17.47 -8.27 -9.48
C 17.63 -8.14 -7.95
O 17.40 -9.05 -7.05
O 17.49 -9.38 -10.18
O 18.43 -4.62 -7.72
H 18.13 -6.75 -6.40
H 17.37 -7.19 -11.30
C 19.73 -12.29 -3.18
C 18.94 -11.08 -3.75
C 19.86 -9.83 -4.03
O 20.55 -9.58 -2.75
C 21.32 -8.42 -2.85
N 18.33 -11.41 -5.03
H 20.50 -12.62 -3.88
H 19.05 -13.14 -3.23
H 20.15 -12.15 -2.19
H 18.13 -10.83 -3.07
H 19.30 -8.96 -4.37
H 20.66 -10.11 -4.71
H 22.00 -8.28 -2.01
H 20.73 -7.52 -3.02
H 21.96 -8.38 -3.74
H 19.03 -11.73 -5.69
H 17.90 -10.61 -5.46
C 14.19 -6.84 -6.29
C 14.95 -6.23 -5.13
C 15.78 -7.23 -4.28
O 16.46 -6.73 -3.13
C 17.00 -7.77 -2.34
N 15.73 -5.16 -5.56
H 13.70 -7.75 -5.96
H 14.88 -7.09 -7.10
H 13.47 -6.15 -6.73
H 14.31 -5.87 -4.32
H 16.52 -7.67 -4.95
H 15.04 -7.96 -3.93
H 16.24 -8.41 -1.89
H 17.73 -7.43 -1.60
H 17.55 -8.50 -2.94
H 16.53 -5.49 -6.10
H 16.17 -4.96 -4.68
C 13.22 -5.65 -13.34
C 14.03 -5.54 -12.05
C 14.11 -6.88 -11.35
O 12.83 -7.37 -10.84
C 12.24 -6.55 -9.82
N 15.33 -5.10 -12.45
H 12.91 -4.71 -13.80
H 12.30 -6.21 -13.15
H 13.72 -6.16 -14.16
H 13.58 -4.87 -11.33
H 14.79 -6.85 -10.50
H 14.46 -7.63 -12.07
H 12.97 -6.11 -9.15
H 11.56 -7.17 -9.24
H 11.78 -5.81 -10.48
H 15.99 -4.88 -11.72
H 15.82 -5.83 -12.95
C 12.77 -11.03 -7.53
C 14.15 -10.42 -7.80
O 14.74 -10.06 -6.57
H 12.13 -11.27 -8.38
H 12.22 -10.38 -6.85
H 12.86 -12.03 -7.10
H 14.16 -9.51 -8.40
H 14.79 -11.16 -8.29
H 15.62 -9.71 -6.71
C 19.80 -13.75 -11.50
C 19.31 -12.35 -11.22
O 17.98 -12.38 -10.66
H 20.36 -14.12 -10.64
H 20.43 -13.83 -12.38
H 18.96 -14.39 -11.75
H 19.25 -11.75 -12.13
H 19.89 -11.87 -10.43
H 17.71 -11.46 -10.53
C 16.03 -6.44 -15.89
C 17.36 -6.50 -15.18
O 17.12 -6.85 -13.80
H 16.14 -6.35 -16.97
H 15.45 -5.63 -15.44
H 15.37 -7.28 -15.71
H 17.91 -5.55 -15.18
H 18.05 -7.22 -15.62
H 17.05 -7.79 -13.62
C 21.26 -6.32 -6.01
C 21.52 -6.98 -7.33
O 21.69 -5.97 -8.33
H 22.18 -5.85 -5.65
H 20.89 -7.07 -5.31
H 20.55 -5.50 -6.10
H 20.76 -7.71 -7.59
H 22.41 -7.61 -7.34
H 22.07 -6.35 -9.13
C 15.12 -9.95 -14.40
C 15.77 -10.34 -13.08
O 16.84 -9.50 -13.03
H 14.76 -8.92 -14.35
H 14.38 -10.72 -14.62
H 15.85 -9.98 -15.20
H 16.04 -11.39 -13.07
H 15.16 -10.10 -12.20
H 17.07 -9.36 -12.11
C 15.87 -0.06 -11.29
O 15.95 -1.25 -10.42
C 14.65 -1.65 -10.01
C 14.83 -2.99 -9.22
N 15.73 -2.89 -8.11
C 15.35 -1.99 -7.01
C 16.27 -0.80 -7.04
O 17.64 -1.09 -6.82
C 17.89 -1.38 -5.39
H 16.90 0.22 -11.46
H 15.41 0.77 -10.75
H 15.33 -0.30 -12.21
H 13.98 -1.70 -10.87
H 14.24 -0.90 -9.33
H 15.13 -3.80 -9.88
H 13.85 -3.23 -8.81
H 15.74 -3.81 -7.71
H 15.46 -2.56 -6.09
H 14.30 -1.73 -7.10
H 15.96 -0.04 -6.32
H 16.10 -0.26 -7.97
H 17.10 -1.93 -4.88
H 18.09 -0.40 -4.97
H 18.89 -1.82 -5.41
C 19.48 -4.61 -12.59
O 20.03 -3.87 -11.58
C 21.38 -4.17 -11.38
C 22.08 -3.22 -10.37
N 21.39 -3.34 -9.11
C 22.27 -2.73 -8.10
C 21.44 -2.47 -6.80
O 20.48 -1.51 -7.13
C 20.80 -0.17 -6.73
H 19.49 -5.68 -12.40
H 20.02 -4.52 -13.54
H 18.42 -4.41 -12.71
H 21.83 -4.04 -12.36
H 21.49 -5.20 -11.03
H 22.08 -2.21 -10.79
H 23.08 -3.62 -10.18
H 21.40 -4.33 -8.90
H 22.70 -1.77 -8.38
H 22.99 -3.48 -7.76
H 22.05 -2.30 -5.92
H 20.92 -3.40 -6.55
H 20.95 -0.02 -5.66
H 19.97 0.50 -6.94
H 21.64 0.23 -7.31
C 24.60 -5.90 -13.18
O 24.19 -5.41 -11.95
C 24.61 -6.08 -10.74
C 24.07 -7.50 -10.56
N 22.63 -7.54 -10.58
C 22.08 -8.88 -10.28
C 21.84 -9.67 -11.60
O 21.58 -8.90 -12.78
C 20.28 -8.37 -12.82
H 24.00 -6.77 -13.45
H 25.65 -6.18 -13.20
H 24.30 -5.12 -13.88
H 24.21 -5.49 -9.90
H 25.69 -6.08 -10.61
H 24.41 -7.87 -9.60
H 24.43 -8.10 -11.40
H 22.30 -7.27 -11.50
H 21.14 -8.72 -9.75
H 22.78 -9.48 -9.69
H 21.03 -10.33 -11.30
H 22.74 -10.25 -11.82
H 20.24 -7.78 -13.73
H 20.08 -7.73 -11.96
H 19.56 -9.19 -12.89
```

Computed properties:
molecular weight	1150.228	g mol⁻¹
multiplicity	2
total charge	0
expectation value of S²	0.7741
HOMO (spin up / spin down)	-0.3018 / -0.3012	Eh
LUMO energy (spin up / spin down)	-1.078 / -3.058	eV
orbital gap (spin up / spin down)	7.135 / 5.139	eV

This record from the OMol25 dataset describes a cluster of 8 separate species, C46H116F6N8O11S2 in total at a distorted geometry. The level of theory is the ωB97M-V functional and the def2-TZVPD basis.

Structure (XYZ):
```
189
C46H116F6N8O11S2 the ωB97M-V functional and the def2-TZVPD basis
C -7.74 12.28 6.53
F -7.09 13.27 7.05
F -8.87 12.62 6.07
F -7.00 11.79 5.50
S -8.24 10.90 7.92
O -8.79 9.71 7.19
O -6.99 10.77 8.71
N -9.51 11.82 8.72
S -10.52 10.84 9.20
O -10.09 9.42 9.41
O -11.16 11.45 10.43
C -11.89 10.99 7.76
F -12.90 10.29 8.13
F -12.18 12.24 7.56
F -11.51 10.34 6.65
C -10.25 7.95 3.53
C -9.81 7.77 5.06
N -9.48 6.31 5.49
C -8.53 5.65 4.43
C -8.94 6.33 6.93
C -7.53 6.72 6.94
C -10.74 5.33 5.37
C -11.99 5.66 6.15
O -11.69 6.01 7.49
C -12.84 6.41 8.18
H -9.46 7.79 2.80
H -10.94 8.78 3.42
H -11.02 7.20 3.32
H -10.62 8.05 5.73
H -8.94 8.35 5.36
H -7.93 4.89 4.93
H -7.84 6.34 3.93
H -9.03 5.19 3.58
H -9.13 5.35 7.37
H -9.60 7.01 7.46
H -7.29 7.77 6.81
H -6.94 5.96 6.41
H -7.22 6.70 7.98
H -10.34 4.43 5.83
H -10.88 5.09 4.32
H -12.74 4.88 5.97
H -12.46 6.39 5.49
H -12.78 6.34 9.27
H -13.80 5.98 7.87
H -13.04 7.48 8.11
C -8.49 12.08 2.38
C -9.45 11.08 1.65
N -9.07 10.63 0.29
C -10.24 9.69 -0.23
C -8.81 11.83 -0.76
C -10.15 12.53 -1.15
C -7.85 9.69 0.45
C -7.33 9.00 -0.80
O -6.69 10.01 -1.50
C -6.11 9.47 -2.66
H -7.50 11.70 2.61
H -8.99 12.36 3.31
H -8.23 12.95 1.78
H -10.42 11.59 1.59
H -9.68 10.24 2.30
H -10.14 8.82 0.41
H -10.08 9.54 -1.30
H -11.18 10.23 -0.12
H -8.40 11.40 -1.67
H -8.10 12.45 -0.22
H -10.86 12.69 -0.34
H -10.71 12.08 -1.97
H -9.88 13.51 -1.55
H -7.97 8.93 1.23
H -7.03 10.30 0.81
H -8.25 8.66 -1.28
H -6.68 8.14 -0.63
H -5.37 8.67 -2.52
H -5.60 10.24 -3.23
H -6.85 8.97 -3.28
C -6.34 7.94 10.39
C -6.17 7.54 11.91
N -7.20 6.51 12.51
C -6.38 5.77 13.67
C -8.47 7.16 13.12
C -9.33 7.85 11.97
C -7.41 5.46 11.51
C -8.50 4.46 11.93
O -9.81 5.04 11.83
C -10.86 4.11 12.02
H -5.80 7.21 9.77
H -5.64 8.76 10.27
H -7.35 8.20 10.06
H -6.25 8.46 12.49
H -5.16 7.21 12.15
H -5.98 6.55 14.32
H -5.49 5.31 13.24
H -6.88 4.91 14.10
H -8.25 7.97 13.82
H -9.01 6.38 13.64
H -9.28 7.25 11.06
H -8.84 8.80 11.77
H -10.37 8.06 12.22
H -6.55 4.80 11.35
H -7.62 5.88 10.53
H -8.36 3.83 12.81
H -8.48 3.67 11.18
H -11.76 4.50 11.55
H -11.06 3.94 13.08
H -10.65 3.22 11.42
C -12.38 8.34 18.70
C -11.60 9.65 18.90
N -11.56 10.60 17.65
C -12.99 10.82 17.18
C -10.98 12.00 17.99
C -11.62 12.60 19.28
C -10.71 9.91 16.60
C -10.65 10.43 15.18
O -10.41 11.83 15.14
C -10.74 12.36 13.88
H -13.41 8.36 19.07
H -11.84 7.54 19.20
H -12.40 8.01 17.66
H -10.55 9.55 19.17
H -12.08 10.17 19.73
H -13.57 11.32 17.95
H -13.40 9.96 16.64
H -12.84 11.60 16.43
H -11.05 12.69 17.14
H -9.93 11.77 18.17
H -11.46 13.68 19.26
H -11.07 12.27 20.16
H -12.70 12.58 19.43
H -10.88 8.85 16.79
H -9.68 10.02 16.96
H -11.64 10.24 14.77
H -9.93 9.93 14.53
H -10.60 13.44 13.84
H -11.81 12.18 13.85
H -10.31 11.95 12.97
C -7.00 14.13 10.14
C -8.20 14.10 11.14
C -8.32 15.38 12.05
O -8.23 16.51 11.18
C -7.45 17.64 11.74
N -9.41 14.09 10.18
H -10.25 14.27 10.70
H -9.43 14.81 9.47
H -9.42 13.25 9.61
H -7.00 13.27 9.48
H -6.06 13.97 10.67
H -6.91 15.09 9.63
H -8.22 13.22 11.78
H -7.62 15.46 12.88
H -9.30 15.59 12.50
H -8.01 17.86 12.65
H -7.51 18.59 11.22
H -6.41 17.46 12.01
C -11.63 14.26 5.54
C -13.10 14.62 5.86
C -13.61 15.83 5.02
O -13.79 15.65 3.60
C -14.06 16.84 2.86
N -13.83 13.39 5.47
H -14.84 13.43 5.56
H -13.61 13.36 4.49
H -13.53 12.55 5.94
H -11.47 14.47 4.48
H -11.23 13.33 5.95
H -11.09 14.99 6.16
H -13.28 14.83 6.91
H -12.97 16.69 5.22
H -14.55 16.12 5.50
H -15.01 17.27 3.17
H -14.28 16.70 1.80
H -13.29 17.57 3.10
C -5.64 15.38 5.88
C -4.20 14.82 5.44
C -4.10 13.23 5.24
O -2.85 12.87 4.56
C -2.42 11.57 4.50
N -3.94 15.48 4.07
H -4.65 15.23 3.39
H -4.25 16.44 4.05
H -2.99 15.40 3.76
H -5.80 16.46 5.86
H -5.76 15.29 6.96
H -6.44 14.90 5.32
H -3.41 15.18 6.10
H -4.88 12.74 4.66
H -3.91 12.80 6.23
H -2.75 10.97 5.35
H -1.33 11.52 4.46
H -2.79 10.99 3.66
```

Computed properties:
molecular weight	1135.601	g mol⁻¹
multiplicity	2
total charge	+7
expectation value of S²	0.7542
HOMO (spin up / spin down)	-0.7722 / -0.7722	Eh
energy relative to the best compared isomer or geometry (same formula, charge and spin)	33.0	kJ/mol
LUMO energy (spin up / spin down)	-12.869 / -19.487	eV
orbital gap (spin up / spin down)	8.143 / 1.525	eV

> total charge of number 1 (C46H110InN6O18)?

0

> Among the records above, which one has the lowest molecular weight?

C46H116F6N8O11S2

> Among the records above, which one has the lowest molecular weight?

C46H116F6N8O11S2